Record 1
The following is a quantum chemistry calculation of a molecular structure, C33H35Cl5N4P2Re, from OMol25.

CARTESIAN COORDINATES (ANGSTROEM)
Re1 3.24360 3.37645 1.01989
C1 2.24591 -1.02444 -1.57921
C2 3.56063 -1.05191 -1.35476
C3 4.48061 -0.01968 -1.91969
C4 4.23035 0.39709 -3.38827
C5 3.14458 1.43392 -3.53889
C6 1.81794 1.43311 -3.36088
C7 0.91468 0.29297 -3.03826
C8 1.61032 -1.07783 -2.90148
C9 1.45838 4.33524 1.53075
H1 1.53711 -0.86203 -0.76383
H2 4.01196 -1.77286 -0.65884
H3 5.48045 -0.44079 -1.80540
H4 4.44894 0.89930 -1.31073
H5 5.16225 0.90781 -3.72752
H6 4.11044 -0.45361 -4.07559
H7 3.61368 2.43680 -3.55226
H8 1.27946 2.37123 -3.52337
H9 0.12206 0.24117 -3.80411
H10 0.38686 0.50395 -2.10835
H11 0.89892 -1.91740 -3.03028
H12 2.40124 -1.14521 -3.63974
H13 0.87570 4.34322 0.58749
H14 1.53513 5.36505 1.89989
H15 0.93021 3.68652 2.24825
P1 3.22163 5.09269 -0.38036
P2 5.40613 3.19477 0.36345
N1 2.45825 5.56939 -2.07328
N2 2.97202 6.81949 0.28580
N3 6.78378 3.15235 -1.27449
N4 6.67059 2.66746 1.43140
C10 4.93094 5.42031 -0.82362
C11 5.70034 5.07239 0.42787
C12 1.18778 6.11624 -2.20661
C13 1.17152 6.89976 -3.36587
C14 2.44438 6.79534 -3.97777
C15 3.21334 5.95650 -3.17705
C16 1.73310 7.40204 0.48844
C17 1.90922 8.66713 1.03553
C18 3.30811 8.89410 1.11837
C19 3.94642 7.73443 0.67765
C20 7.08839 2.11293 -2.12141
C21 8.07272 2.49004 -3.04869
C22 8.44981 3.81393 -2.71678
C23 7.65230 4.17664 -1.63503
C24 7.91129 2.12200 1.12096
C25 8.83503 2.56256 2.03693
C26 8.12736 3.30730 3.02456
C27 6.80330 3.32504 2.65343
H16 5.11190 6.41599 -1.20778
H17 5.18243 4.72153 -1.63419
H18 6.75295 5.36104 0.39112
H19 5.25706 5.43443 1.37643
H20 0.39590 5.86813 -1.50900
H21 0.34343 7.49008 -3.70741
H22 2.78554 7.26656 -4.88504
H23 4.22545 5.59462 -3.32114
H24 0.83530 6.89750 0.17715
H25 1.11877 9.35293 1.32532
H26 3.82630 9.78900 1.41283
H27 5.00093 7.51571 0.56678
H28 6.65241 1.13431 -2.00927
H29 8.46062 1.87437 -3.85039
H30 9.20472 4.44549 -3.18089
H31 7.67720 5.12214 -1.12419
H32 8.02963 1.45537 0.27341
H33 9.89800 2.38729 1.99319
H34 8.53686 3.77479 3.90759
H35 5.93402 3.73335 3.14797
Cl1 3.86882 1.41438 2.53908
C28 2.32872 0.80493 1.95647
C29 1.76644 1.66211 1.03808
C30 0.45437 1.43667 0.60827
Cl2 -0.36668 2.55274 -0.42074
C31 -0.24792 0.29164 1.05786
Cl3 -1.80802 -0.02267 0.44395
C32 0.29998 -0.52375 2.06606
Cl4 -0.65182 -1.73146 2.78870
C33 1.62680 -0.28351 2.50851
Cl5 2.28403 -1.26622 3.74323

ΔE to the lowest compared entry with this formula, charge and spin ... 393.5 kJ/mol
E_tot ... -124042.571 eV
Kohn-Sham gap (spin up / spin down) ... 0.1814 / 0.1435 hartree
2S+1 ... 4
⟨S²⟩ ... 3.7769
Highest occupied orbital energy (spin up / spin down) ... -12.74 / -12.74 eV
Net charge ... +2

Atomic partial charges in e from the Löwdin method, atoms 1 to 8:
1 Re 0.811
2 C 0.052
3 C 0.083
4 C -0.150
5 C -0.165
6 C -0.078
7 C -0.084
8 C -0.163

***

Record 2
The following is a quantum chemistry calculation of 2 unconnected molecules or ions with the total composition C6H17NO2, from OMol25.

CARTESIAN COORDINATES (ANGSTROEM)
C1 2.02743 0.11472 1.84994
C2 1.41987 -0.26056 0.49921
C3 2.58360 0.11861 -0.56118
C4 -0.07339 0.49562 0.27807
C5 -1.09786 -0.13715 -0.63655
N1 -2.09755 0.91543 -1.06824
C6 -0.59393 -1.09590 -1.71550
O1 -1.64025 -1.97268 -1.91720
H1 1.25602 -0.31206 2.49691
H2 2.09987 1.18107 2.00368
H3 3.03291 -0.31035 2.24575
H4 1.26478 -1.38627 0.42143
H5 2.65142 1.18629 -0.37330
H6 3.57994 -0.37107 -0.28133
H7 2.18860 -0.15350 -1.54895
H8 -0.42817 0.69207 1.36676
H9 0.07742 1.60028 -0.18865
H10 -1.79587 -0.92058 0.01794
H11 -1.75021 1.77065 -1.28680
H12 -2.64895 0.61110 -1.78505
H13 -0.20642 -0.68856 -2.77635
H14 0.24354 -1.67092 -1.27510
H15 -1.48500 -2.78311 -1.38109
O2 -3.12740 1.24984 2.17898
H16 -3.38947 0.91191 1.24756
H17 -2.09092 1.21514 2.18908

ΔE to the lowest compared entry with this formula, charge and spin ... 266.9 kJ/mol
E_tot ... -12080.203 eV
SMILES string ... CC(C)C[C@@H](N)CO.O
Kohn-Sham gap ... 0.3741 hartree
Highest occupied orbital energy ... -9.49 eV

Atomic partial charges in e from the natural (NBO) method, atoms 1 to 8:
1 C -0.635
2 C -0.190
3 C -0.619
4 C -0.403
5 C -0.081
6 N -0.843
7 C -0.084
8 O -0.729

***

Record 3
The following is a quantum chemistry calculation of C2H6N2 in the gas phase, from OMol25.

CARTESIAN COORDINATES (ANGSTROEM)
H1 -1.40451 -1.35041 -0.01624
N1 -1.88206 -0.48572 0.00426
C1 -1.11197 0.54457 0.06041
N2 0.28023 0.68416 0.06407
C2 1.09872 -0.46275 0.03838
H2 -1.55216 1.57527 0.05668
H3 0.59989 1.62238 -0.19116
H4 2.08207 -0.04946 -0.47558
H5 1.23970 -0.86832 1.15093
H6 0.65010 -1.20970 -0.69175

ΔE to the lowest compared entry with this formula, charge and spin ... 137.2 kJ/mol
E_tot ... -5150.497 eV
SMILES string ... [H]/N=C\NC
Kohn-Sham gap ... 0.3666 hartree
Highest occupied orbital energy ... -9.09 eV

Atomic partial charges in e from the natural (NBO) method, atoms 1 to 8:
1 H 0.329
2 N -0.716
3 C 0.289
4 N -0.641
5 C -0.428
6 H 0.153
7 H 0.399
8 H 0.213